Entry 1:
Entry from OMol25: a molecular structure, C34H25Br2N4OPV at a distorted geometry (wB97M-V/def2-TZVPD).

Summary:
Energy: -8037.38704 Ha
Total charge: +3
Gap between HOMO and LUMO (alpha / beta): 0.2476 / 0.2569 Eh
Energy relative to the best compared isomer or geometry (same formula, charge and spin): 0.0 kJ/mol
F_max: 4.26 eV/Å
Spin multiplicity: 3

Structure (XYZ):
```
68
Properties=species:S:1:pos:R:3:lowdin_charge:R:1
V -0.131 -0.588 -0.057 1.082
Br -3.503 -5.755 2.255 0.923
C -2.455 -4.356 1.559 -0.613
C -2.129 -4.319 0.197 -0.030
C -1.397 -3.257 -0.287 -0.067
N -0.956 -2.261 0.485 -0.026
C -1.191 -2.333 1.812 -0.173
C -1.944 -3.349 2.383 0.006
C -0.391 -1.360 2.566 -0.175
C -0.450 -1.172 3.938 -0.002
C 0.522 -0.383 4.562 -0.614
Br 0.442 -0.021 6.405 0.933
C 1.576 0.102 3.774 -0.032
C 1.540 -0.112 2.413 -0.070
N 0.549 -0.761 1.790 -0.041
H -2.434 -5.115 -0.466 0.130
H -1.123 -3.224 -1.334 0.096
H -2.109 -3.388 3.449 0.126
H -1.224 -1.634 4.529 0.126
H 2.403 0.631 4.221 0.130
H 2.357 0.237 1.788 0.127
N 2.632 6.194 0.535 0.256
C 2.163 5.156 0.442 -0.135
C 1.591 3.859 0.322 -0.157
C 2.362 2.794 -0.157 0.055
C 1.772 1.551 -0.260 -0.111
N 0.509 1.311 0.120 -0.101
C -0.224 2.324 0.587 -0.063
C 0.264 3.615 0.690 0.060
H 3.392 2.941 -0.450 0.148
H 2.335 0.705 -0.653 0.136
H -1.243 2.094 0.897 0.138
H -0.365 4.420 1.043 0.147
O -0.208 -0.465 -1.689 -0.458
P -0.681 -1.145 -2.998 1.013
C -0.447 -0.034 -4.409 -0.269
C 0.017 1.265 -4.205 -0.068
C 0.133 2.119 -5.289 -0.040
C -0.209 1.688 -6.563 -0.020
C -0.665 0.394 -6.764 -0.029
C -0.790 -0.469 -5.689 -0.061
C -2.467 -1.376 -2.654 -0.277
C -3.032 -0.561 -1.667 -0.095
C -4.392 -0.610 -1.421 -0.038
C -5.201 -1.454 -2.171 -0.020
C -4.647 -2.248 -3.163 -0.025
C -3.281 -2.217 -3.409 -0.052
C 0.452 -2.580 -3.090 -0.277
C 1.532 -2.590 -2.201 -0.092
C 2.506 -3.565 -2.304 -0.035
C 2.418 -4.527 -3.303 -0.015
C 1.342 -4.526 -4.177 -0.023
C 0.354 -3.557 -4.080 -0.052
H 0.278 1.602 -3.209 0.096
H 0.482 3.129 -5.144 0.121
H -0.125 2.365 -7.399 0.128
H -0.930 0.066 -7.757 0.127
H -1.163 -1.469 -5.848 0.104
H -2.411 0.155 -1.115 0.089
H -4.834 0.042 -0.683 0.122
H -6.264 -1.473 -1.991 0.128
H -5.284 -2.884 -3.757 0.128
H -2.866 -2.848 -4.181 0.111
H 1.627 -1.824 -1.417 0.083
H 3.341 -3.567 -1.619 0.123
H 3.194 -5.268 -3.399 0.129
H 1.274 -5.282 -4.943 0.129
H -0.483 -3.575 -4.763 0.107
```

---

Entry 2:
Entry from OMol25: a molecular structure, C34H25BrClIInN7O5S3 (wB97M-V/def2-TZVPD).

Summary:
Energy: -6786.93111 Ha
Gap between HOMO and LUMO: 0.2772 Eh
Energy relative to the best compared isomer or geometry (same formula, charge and spin): 24.2 kJ/mol
F_max: 0.61 eV/Å
Spin multiplicity: 1

Structure (XYZ):
```
78
Properties=species:S:1:pos:R:3:lowdin_charge:R:1
In -0.072 0.061 -0.187 0.868
Cl 0.809 4.888 4.941 0.682
C 0.362 3.482 4.017 -0.615
C -0.429 2.525 4.583 -0.172
C -0.783 1.370 3.868 -0.636
I -1.978 -0.088 4.762 0.902
C -0.356 1.133 2.564 -0.443
O -0.623 0.053 1.898 -0.183
C 0.446 2.179 1.978 -0.156
N 0.854 1.965 0.697 0.066
C 1.629 2.834 0.087 -0.088
C 2.056 4.008 0.730 -0.014
C 1.652 4.258 2.011 -0.003
C 0.823 3.335 2.690 -0.170
H -0.782 2.656 5.597 0.094
H 1.900 2.604 -0.935 0.102
H 2.689 4.704 0.199 0.114
H 1.960 5.161 2.521 0.095
C 2.961 -0.156 2.590 -0.045
C 2.574 -1.392 1.845 -0.596
N 1.572 -1.512 1.025 0.070
C 1.462 -2.794 0.530 -0.309
C 2.404 -3.659 0.984 -0.326
S 3.454 -2.858 2.060 1.103
C 0.404 -3.117 -0.433 -0.313
C 0.247 -4.321 -1.030 -0.327
S -1.020 -4.245 -2.163 1.123
C -1.309 -2.606 -1.775 -0.577
N -0.500 -2.150 -0.849 0.057
C -2.413 -1.870 -2.460 -0.048
H 2.435 0.705 2.187 0.062
H 4.036 0.016 2.520 0.084
H 2.700 -0.253 3.645 0.096
H 2.538 -4.701 0.741 0.081
H 0.827 -5.220 -0.895 0.084
H -2.751 -2.428 -3.331 0.084
H -2.071 -0.895 -2.794 0.058
H -3.258 -1.733 -1.784 0.085
N -1.808 -1.553 -7.286 0.103
C -1.623 -0.665 -6.240 -0.321
C -0.409 -0.641 -5.541 -0.019
C -0.210 0.267 -4.521 -0.050
C -1.226 1.162 -4.187 -0.304
C -2.434 1.154 -4.872 -0.061
C -2.628 0.246 -5.896 -0.031
S -0.994 2.191 -2.785 0.617
O -1.894 3.301 -2.842 -0.275
O 0.415 2.437 -2.666 -0.301
N -1.359 1.193 -1.524 -0.133
C -2.644 0.905 -1.138 -0.482
N -3.737 1.318 -1.789 0.152
C -4.900 0.989 -1.236 -0.112
C -5.015 0.262 -0.060 -0.051
C -3.826 -0.177 0.496 -0.107
N -2.655 0.109 -0.049 0.080
H -1.193 -2.344 -7.341 0.088
H -2.747 -1.715 -7.604 0.088
H 0.379 -1.339 -5.804 0.116
H 0.721 0.284 -3.967 0.106
H -3.207 1.857 -4.585 0.112
H -3.563 0.237 -6.448 0.111
H -5.785 1.323 -1.769 0.113
H -5.972 0.033 0.384 0.099
H -3.797 -0.787 1.394 0.118
Br 8.435 0.273 -1.595 0.726
C 6.571 -0.054 -1.715 -0.691
C 6.080 -0.808 -2.766 -0.117
C 4.716 -1.054 -2.838 -0.007
C 3.853 -0.531 -1.885 -0.117
C 4.367 0.237 -0.845 -0.015
C 5.731 0.471 -0.745 -0.117
C 2.372 -0.801 -1.981 -0.567
O 1.973 -1.819 -2.534 0.059
O 1.629 0.091 -1.400 -0.119
H 6.753 -1.201 -3.516 0.101
H 4.305 -1.658 -3.638 0.121
H 3.686 0.661 -0.118 0.099
H 6.139 1.062 0.064 0.100
```

---

Look up the spin multiplicity of the first one. 3

---

Which formula does entry 2 have? C34H25BrClIInN7O5S3

---

The highest energy relative to the best compared isomer or geometry (same formula, charge and spin) belongs to which entry? C34H25BrClIInN7O5S3

---

The lowest energy relative to the best compared isomer or geometry (same formula, charge and spin) belongs to which entry? C34H25Br2N4OPV